## a
Density functional theory data (wB97M-V/def2-TZVPD) for an isolated molecule of C6H5NO2.

Geometry as ORCA input:
```
! wB97M-V def2-TZVPD RIJCOSX def2/J DEFGRID3
* xyz 0 1
O 3.437 -0.308 0.552
N 2.751 0.180 -0.364
C 1.380 0.043 -0.118
C 0.580 1.260 -0.123
C -0.828 1.149 0.063
C -1.439 -0.096 0.036
O -2.831 -0.324 0.170
C -0.661 -1.252 -0.061
C 0.732 -1.196 -0.122
H 1.288 2.150 0.021
H -1.609 2.039 0.138
H -3.058 0.745 0.239
H -1.160 -2.310 0.022
H 1.417 -2.079 -0.453
*
```

Summary:
Structure (SMILES): O=Nc1ccc(O)cc1
Lowest unoccupied orbital energy: -0.67 eV
HOMO: -0.33577 hartree

Atom charges from the natural (NBO) analysis, given in e for atoms 1 to 4: number 1, O, carries -0.2657; number 2, N, carries 0.1321; number 3, C, carries -0.0061; number 4, C, carries -0.1839

## b
Density functional theory data (wB97M-V/def2-TZVPD) for an isolated molecule of C6H5NO2.

Geometry as ORCA input:
```
! wB97M-V def2-TZVPD RIJCOSX def2/J DEFGRID3
* xyz 0 1
N 2.772 -0.203 -0.631
C 1.775 0.111 -0.101
C 0.570 0.470 0.698
O 0.021 -0.667 1.306
C -0.976 -1.189 0.488
C -0.724 -1.395 -0.937
C -1.433 -0.139 -0.498
C -0.569 1.032 -0.131
O -0.896 2.182 -0.256
H 0.867 1.205 1.435
H -1.643 -1.787 1.027
H -1.340 -2.194 -1.357
H 0.300 -1.370 -1.383
H -2.453 0.118 -0.806
*
```

Summary:
Structure (SMILES): N#C[C@@H]1O[C@@H]2C[C@@H]2C1=O
Lowest unoccupied orbital energy: 0.47 eV
HOMO: -0.37097 hartree

Atom charges from the natural (NBO) analysis, given in e for atoms 1 to 4: number 1, N, carries -0.2838; number 2, C, carries 0.2440; number 3, C, carries -0.1090; number 4, O, carries -0.4612

Least stable structure: a